Record 1
This record from OMol25 describes a cluster of 6 separate species, C24H35F2O7S3 in total. The level of theory is wB97M-V/def2-TZVPD.

XYZ file:
```
71
C24H35F2O7S3, DFT wB97M-V/def2-TZVPD
O -0.1265 0.2462 0.2228
H 0.0622 0.4959 1.0310
F 0.2903 -3.8855 6.8468
C 0.2577 -3.3174 5.6085
C 0.3175 -1.9261 5.3720
C 0.2021 -1.3659 4.0458
C 0.1901 -2.1689 2.9687
C 0.4130 -3.5716 3.1573
C 0.3639 -4.1754 4.5108
H 0.1181 -1.1815 6.3259
H 0.3637 -0.3692 4.0236
H 0.1816 -1.8020 2.1030
H 0.6627 -4.2498 2.3094
H 0.5712 -5.2431 4.6252
F 1.3184 6.8956 1.8299
C 1.5799 5.6113 2.0746
C 1.1218 4.6010 1.1148
C 1.4350 3.2278 1.3258
C 2.3669 2.9256 2.3084
C 2.8001 3.8787 3.2232
C 2.4196 5.1772 3.1866
H 0.7179 4.7368 0.2695
H 1.2692 2.3995 0.6023
H 2.6041 1.8525 2.4201
H 3.4984 3.6558 4.0967
H 2.9665 5.9998 3.8941
C 2.9864 -1.5226 0.1165
C 2.3263 -2.8860 -0.1941
C 2.9230 -3.2609 -1.3222
S 3.2912 -1.9401 -2.3449
O 2.3739 -1.8499 -3.5269
O 4.7724 -1.7624 -2.4617
C 2.8015 -0.6982 -1.1768
H 3.9645 -1.4987 0.4115
H 2.4689 -1.0054 0.9463
H 1.2094 -2.8998 -0.1855
H 2.7854 -3.4222 0.4569
H 2.2306 -3.7355 -1.9149
H 3.8777 -3.8014 -1.4554
H 1.7182 -0.4632 -1.2651
H 3.5239 0.2408 -1.0829
C -3.1278 1.7242 0.3212
C -2.0929 2.7208 -0.3336
C -2.7797 3.7433 -1.1813
S -3.9709 2.8487 -1.9685
O -3.6683 2.4764 -3.3500
O -5.2115 3.5355 -1.6738
C -3.9467 1.4302 -0.9153
H -3.7367 2.2753 1.0475
H -2.7630 0.8951 0.7047
H -1.3303 2.1829 -1.0521
H -1.4465 3.1507 0.5102
H -2.1552 4.1649 -1.7902
H -3.3745 4.4359 -0.3598
H -3.2434 0.6037 -1.4158
H -4.9403 1.0532 -0.7761
C -0.7090 -0.8291 -3.2962
C -0.8728 -2.1698 -2.5791
C -1.6731 -3.0875 -3.3576
S -2.8091 -1.9411 -4.1664
O -3.9970 -1.7779 -3.4431
O -2.9121 -2.4889 -5.4652
C -1.8474 -0.4344 -4.1764
H 0.1451 -0.7871 -3.9145
H -0.3666 -0.1385 -2.5980
H -1.5408 -1.9520 -1.4500
H -0.0833 -2.6811 -2.1953
H -2.0873 -3.9113 -2.8982
H -0.8200 -3.4150 -4.0638
H -2.2950 0.4702 -3.5339
H -1.5626 -0.0390 -5.1271
```

* net charge: -1
* LUMO: 0.0857 Eh
* relative energy (zero: lowest compared OMol25 entry of this formula, charge and spin): 19.54 kJ/mol
* frontier orbital gap: 7.028 eV

Record 2
This record from OMol25 describes a cluster of 2 separate species, C24H35F4Si3 in total. The level of theory is wB97M-V/def2-TZVPD.

XYZ file:
```
66
C24H35F4Si3, DFT wB97M-V/def2-TZVPD
C -4.1464 -3.1941 11.4499
Si -2.2671 -3.1460 11.4536
C -1.5929 -4.6456 10.5409
H -1.8745 -1.9406 10.5787
C -1.5924 -3.0279 13.2041
Si -2.4210 -1.6779 14.2670
C -2.1830 -0.0132 13.4189
C -4.2615 -2.0303 14.4903
C -1.6929 -1.6145 15.9999
Si 0.3133 -3.1155 13.2703
C 1.0353 -1.7150 12.2320
C 0.9431 -2.9874 15.0373
C 0.9066 -4.7802 12.6094
H -4.5388 -3.6708 12.3573
H -4.5802 -2.1878 11.3817
H -4.5136 -3.7514 10.5762
H -1.3528 -5.4638 11.2323
H -2.3299 -5.0102 9.8107
H -0.6840 -4.4044 9.9732
H -1.9062 -3.9718 13.7050
H -2.8613 0.7313 13.8630
H -1.1584 0.3640 13.5426
H -2.3894 -0.0530 12.3413
H -4.6346 -1.5249 15.3923
H -4.8834 -1.6822 13.6558
H -4.4592 -3.1020 14.6287
H -2.4048 -1.1475 16.6942
H -1.4798 -2.6147 16.3963
H -0.7677 -1.0276 16.0524
H 2.0967 -1.9088 12.0138
H 0.5268 -1.5811 11.2688
H 0.9917 -0.7480 12.7523
H 1.9408 -3.4398 15.1181
H 1.0363 -1.9490 15.3788
H 0.2997 -3.5184 15.7493
H 1.8982 -5.0162 13.0201
H 0.2399 -5.6012 12.9066
H 1.0020 -4.8088 11.5164
F 5.3927 1.5804 7.8289
C 4.6656 1.6523 8.9991
C 5.3246 2.0333 10.1700
C 4.5366 2.1770 11.3188
F 5.1471 2.6049 12.4807
C 3.1722 1.9217 11.3345
C 2.5287 1.4603 10.1448
C 1.1347 1.1260 10.1455
C 0.5117 0.4241 9.1081
C -0.8630 0.1795 9.0376
C -1.4623 0.1592 7.7259
C -2.5949 0.9609 7.4182
C -3.1012 0.9733 6.1259
F -4.1299 1.8412 5.8182
C -2.5609 0.2043 5.0920
C -1.4437 -0.5662 5.4104
F -0.8524 -1.2900 4.3980
C -0.8654 -0.5779 6.6713
C 3.3081 1.3658 8.9539
H 6.3977 2.1951 10.1880
H 2.5749 2.0647 12.2389
H 0.5440 1.4310 11.0242
H 1.1270 0.0761 8.2570
H -1.4972 0.3478 9.9128
H -3.0370 1.5802 8.2005
H -2.9639 0.2321 4.0851
H 0.0176 -1.1820 6.8603
H 2.8350 1.1055 8.0068
```

* net charge: +1
* LUMO: -0.2348 Eh
* frontier orbital gap: 5.682 eV

Record 3
This record from OMol25 describes a structure of composition C24H35IrN6S. The level of theory is wB97M-V/def2-TZVPD.

XYZ file:
```
67
C24H35IrN6S, DFT wB97M-V/def2-TZVPD
Ir 0.4106 0.1476 -0.6279
C -2.0771 -2.6178 3.3127
C -2.1922 -1.3980 2.3900
C -3.1606 -0.3696 2.9766
C -2.6103 -1.8238 0.9966
C -3.9207 -2.2250 0.7302
C -4.2969 -2.6455 -0.5297
C -3.3865 -2.6453 -1.5801
C -2.0704 -2.2423 -1.3905
C -1.1141 -2.3058 -2.5764
C -0.3380 -1.0291 -2.9098
C -0.1770 -3.5190 -2.5210
C -1.7197 -1.8682 -0.0809
N -0.3272 -1.5341 0.1173
C 0.5403 -2.3961 0.5759
C 1.9182 -2.0456 0.4247
C 3.1866 -2.6418 0.6536
C 4.1041 -1.7847 0.1137
C 3.3735 -0.6474 -0.4782
N 2.0940 -0.8459 -0.2500
C 3.8629 0.5689 -1.1783
C 4.4017 1.5307 -0.0937
C 4.9978 0.1916 -2.1479
C 2.7263 1.2307 -1.9802
H -1.6634 -2.3279 4.2783
H -1.4418 -3.3971 2.8876
H -3.0582 -3.0599 3.4890
H -1.2038 -0.9309 2.3251
H -4.1505 -0.7975 3.1313
H -3.2848 0.5001 2.3248
H -2.8073 -0.0257 3.9490
H -4.6496 -2.2214 1.5297
H -5.3129 -2.9730 -0.7055
H -3.7048 -2.9698 -2.5632
H -1.7595 -2.4299 -3.4508
H 0.5511 -0.8492 -2.2149
H -0.9759 -0.1600 -3.0600
H 0.2370 -1.1542 -3.8313
H 0.6582 -3.3606 -1.8324
H 0.2506 -3.7212 -3.5027
H -0.7124 -4.4115 -2.2014
H 0.2025 -3.3520 0.9600
H 3.3754 -3.5775 1.1553
H 5.1771 -1.8995 0.1018
H 5.1862 1.0612 0.4991
H 3.6111 1.8687 0.5786
H 4.8344 2.4010 -0.5877
H 5.8665 -0.1810 -1.6062
H 5.3122 1.0804 -2.6945
H 4.6846 -0.5616 -2.8718
H 1.8594 1.5670 -1.3374
H 2.3838 0.6046 -2.8052
H 3.0661 2.1765 -2.4047
C -4.0033 2.9866 -0.3039
C -2.8225 2.8264 0.5723
N -2.6093 3.4018 1.7088
N -1.3963 2.9508 2.1417
C -0.8404 2.1006 1.3007
S 0.6682 1.2732 1.3608
N -1.7259 2.0034 0.2884
N -1.5029 1.1471 -0.8118
H -4.7008 3.6637 0.1845
H -4.5070 2.0322 -0.4694
H -3.7259 3.4191 -1.2673
H -1.0262 3.2943 3.0204
H -2.2441 0.4347 -0.8158
H -1.5868 1.7019 -1.6669
```

* net charge: +3
* LUMO (alpha / beta): -0.3932 / -0.4471 Eh
* multiplicity: 2
* frontier orbital gap (alpha / beta): 7.013 / 5.538 eV

Record 4
This record from OMol25 describes the ion C24H35N2O4 with charge +1. The level of theory is wB97M-V/def2-TZVPD.

XYZ file:
```
65
C24H35N2O4, DFT wB97M-V/def2-TZVPD
C -7.0653 -0.2295 0.4451
C -5.7285 -0.4808 -0.1545
C -4.6969 -0.9985 0.5107
C -3.3707 -1.2721 -0.0180
C -3.0025 -1.0349 -1.3418
C -1.7277 -1.3271 -1.7732
C -0.7675 -1.8541 -0.9161
C -1.1163 -2.0778 0.4245
C -2.4045 -1.7959 0.8439
H -2.6825 -1.9722 1.8708
O -0.1298 -2.5555 1.2776
C -0.4841 -2.8969 2.6016
H 0.4166 -3.3172 3.0472
H -1.2774 -3.6470 2.6190
H -0.7956 -2.0162 3.1701
O 0.4867 -2.0103 -1.4638
C 1.3089 -3.1159 -1.1397
H 1.5028 -3.6642 -2.0698
H 0.8159 -3.7949 -0.4401
C 2.6552 -2.6548 -0.5616
O 2.5003 -2.0269 0.7040
H 1.5756 -2.1631 0.9877
C 3.3753 -1.6590 -1.4990
N 2.6922 -0.3870 -1.4312
C 3.4257 0.8495 -1.3966
H 3.1192 1.5355 -2.1905
H 4.5001 0.6773 -1.5144
C 3.1423 1.5518 -0.0352
C 1.7519 2.1367 -0.0298
C 0.6164 1.3268 -0.0892
C -0.6426 1.8798 -0.1132
C -0.8131 3.2690 -0.0839
C 0.3176 4.0811 -0.0293
C 1.5791 3.5127 -0.0003
H 2.4411 4.1629 0.0389
H 0.2291 5.1548 -0.0097
O -2.0867 3.7067 -0.1093
C -2.3374 5.0959 -0.0953
H -1.9589 5.5613 0.8193
H -1.9002 5.5897 -0.9676
H -3.4203 5.1976 -0.1292
H -1.5197 1.2544 -0.1623
H 0.7157 0.2554 -0.1312
N 3.3288 0.5305 1.0411
C 2.6499 0.8572 2.3016
H 1.5819 0.9751 2.1401
H 2.8164 0.0532 3.0153
H 3.0475 1.7862 2.7091
C 4.7480 0.2681 1.3137
H 5.2878 0.0628 0.3943
H 5.2005 1.1307 1.8020
H 4.8374 -0.5990 1.9647
H 3.8668 2.3562 0.1262
H 1.8870 -0.3713 -2.0384
H 2.9046 -0.3758 0.6595
H 4.4043 -1.5416 -1.1506
H 3.4079 -2.0858 -2.5089
H 3.2845 -3.5465 -0.4338
H -1.4380 -1.1505 -2.7969
H -3.7131 -0.6298 -2.0424
H -4.8327 -1.2527 1.5551
H -5.6369 -0.2123 -1.1976
H -7.8271 -0.7927 -0.0935
H -7.3226 0.8260 0.3578
H -7.0916 -0.5146 1.4937
```

* net charge: +1
* LUMO: -0.0692 Eh
* relative energy (zero: lowest compared OMol25 entry of this formula, charge and spin): 6.12 kJ/mol
* frontier orbital gap: 8.366 eV

Record 5
This record from OMol25 describes a structure of composition C24H35N2O6RuS2Si. The level of theory is wB97M-V/def2-TZVPD.

XYZ file:
```
71
C24H35N2O6RuS2Si, DFT wB97M-V/def2-TZVPD
Ru 0.6423 -0.1087 -1.2071
O 4.0430 1.8061 -3.2637
C 3.4434 1.1589 -2.3918
O 2.3205 0.5671 -2.5440
C 4.1531 1.0194 -1.0317
C 4.1701 -0.4158 -0.4672
C 5.3961 -0.5705 0.4449
C 4.9712 0.2997 1.6590
C 3.5424 0.7053 1.2481
O 3.1021 -0.4253 0.4969
C 3.5892 1.8206 0.1903
C 2.2133 2.4965 0.1033
O 2.1392 3.6584 0.5270
O 1.2142 1.7997 -0.2953
H 5.1706 1.3547 -1.2211
H 3.9982 -1.2069 -1.1883
H 6.3139 -0.2268 -0.0342
H 5.5221 -1.6162 0.7310
H 5.6122 1.1689 1.8164
H 4.9540 -0.2841 2.5808
H 2.8597 0.8899 2.0746
H 4.2844 2.6018 0.4865
S -0.5528 -1.7445 0.2516
C -0.0293 -3.3715 -0.1443
C -0.5984 -4.4492 0.5421
C -0.2370 -5.7628 0.2781
C 0.7201 -6.0168 -0.6991
C 1.2913 -4.9589 -1.3895
C 0.9379 -3.6241 -1.1416
S 1.6932 -2.3416 -2.0518
H -1.3447 -4.2321 1.3005
H -0.6991 -6.5764 0.8284
H 1.0216 -7.0352 -0.9248
H 2.0380 -5.1511 -2.1533
C -1.8341 2.7924 -2.2342
Si -2.1939 1.0868 -2.9448
C -3.5927 0.2116 -2.0228
C -2.9220 1.4266 -4.6750
C -0.7069 0.0323 -2.9818
H -2.7257 3.4285 -2.1989
H -1.1024 3.2785 -2.8901
H -1.3857 2.7402 -1.2386
H -4.4642 0.8562 -1.8624
H -3.2467 -0.1795 -1.0628
H -3.9175 -0.6397 -2.6337
H -3.8299 2.0412 -4.6145
H -3.1802 0.4856 -5.1739
H -2.1969 1.9528 -5.3063
H 0.0508 0.3884 -3.6877
H -0.9374 -1.0132 -3.2017
C 0.2445 0.5655 2.6416
N -1.2014 0.6460 2.7384
C -1.7631 0.2673 4.0139
C -3.2622 0.0783 3.9244
C -3.8525 1.2575 3.1800
N -3.2725 1.3202 1.8621
C -3.9807 2.1091 0.8776
C -1.9282 1.0305 1.6400
O -1.4392 1.1369 0.5247
H 0.5853 -0.4730 2.6361
H 0.6845 1.1008 3.4921
H 0.5633 1.0444 1.7223
H -1.5233 1.0292 4.7703
H -1.2816 -0.6609 4.3357
H -3.6914 -0.0128 4.9239
H -3.4850 -0.8338 3.3663
H -3.6871 2.1908 3.7444
H -4.9333 1.1416 3.0661
H -4.9448 1.6526 0.6352
H -3.3831 2.1651 -0.0259
H -4.1588 3.1275 1.2497
```

* net charge: -2
* LUMO (alpha / beta): 0.1563 / 0.1562 Eh
* multiplicity: 6
* relative energy (zero: lowest compared OMol25 entry of this formula, charge and spin): 20.27 kJ/mol
* frontier orbital gap (alpha / beta): 4.987 / 5.731 eV

Record 6
This record from OMol25 describes an isolated molecule of C24H35N5O2. The level of theory is wB97M-V/def2-TZVPD.

XYZ file:
```
66
C24H35N5O2, DFT wB97M-V/def2-TZVPD
C -1.8716 -0.1533 3.3740
C -2.4213 -0.5543 2.0102
H -2.0722 -1.5604 1.7676
C -1.9346 0.4340 0.9422
N -2.5163 0.3456 -0.3959
C -3.6405 1.2328 -0.6381
C -4.9485 0.9272 0.1050
C -6.0649 1.8568 -0.3532
H -6.2557 1.7321 -1.4171
H -6.9844 1.6447 0.1872
H -5.7935 2.8951 -0.1743
H -5.2386 -0.1092 -0.0803
H -4.7964 1.0521 1.1782
H -3.3192 2.2475 -0.3817
H -3.8383 1.2167 -1.7157
C -2.7061 -1.0021 -0.9148
C -1.3883 -1.6582 -1.3416
H -1.5953 -2.6871 -1.6398
H -0.6902 -1.6842 -0.5040
C -0.7432 -0.9212 -2.5139
N -0.2870 0.3793 -2.0800
C 0.9567 0.8162 -2.2956
O 1.7574 0.2404 -3.0163
C 1.3460 2.0769 -1.5298
H 0.5336 2.4124 -0.8866
H 1.6127 2.8712 -2.2291
C 2.5753 1.7130 -0.6713
N 2.9861 2.8082 0.1654
C 2.2931 3.4005 1.1694
N 2.9603 4.3779 1.7149
C 4.1403 4.4395 1.0445
C 4.1781 3.4758 0.0808
H 4.9246 3.2157 -0.6419
H 4.8827 5.1695 1.2976
H 1.3233 3.0711 1.4803
H 3.4049 1.4691 -1.3359
C 2.1507 0.5045 0.1857
O 1.2846 0.6458 1.0313
N 2.7287 -0.6850 -0.0823
C 2.3191 -1.9057 0.4769
C 1.3205 -2.1479 1.4044
C 1.0792 -3.4621 1.7795
C 1.8159 -4.5072 1.2505
C 2.8242 -4.2567 0.3289
C 3.0685 -2.9559 -0.0525
C 4.0878 -2.4304 -1.0153
H 5.0994 -2.6361 -0.6598
H 3.9799 -2.8884 -1.9991
C 3.7945 -0.9222 -1.0602
H 4.6777 -0.3370 -0.7897
H 3.4469 -0.6253 -2.0537
H 3.4078 -5.0658 -0.0842
H 1.6106 -5.5214 1.5576
H 0.3020 -3.6656 2.5007
H 0.7523 -1.3405 1.8317
H -0.9375 0.8324 -1.4409
H -1.4678 -0.8073 -3.3287
H 0.1240 -1.4663 -2.8964
H -3.2142 -1.6599 -0.1959
H -3.3482 -0.9266 -1.7969
H -0.8500 0.3176 0.8529
H -2.1158 1.4498 1.3016
H -3.5121 -0.5769 2.0490
H -2.1281 -0.8967 4.1255
H -2.2806 0.8053 3.6863
H -0.7889 -0.0600 3.3325
```

* net charge: 0
* LUMO: 0.0263 Eh
* relative energy (zero: lowest compared OMol25 entry of this formula, charge and spin): 95.53 kJ/mol
* frontier orbital gap: 9.127 eV

Record 7
This record from OMol25 describes an isolated molecule of C24H35NO5. The level of theory is wB97M-V/def2-TZVPD.

XYZ file:
```
65
C24H35NO5, DFT wB97M-V/def2-TZVPD
C -2.7987 0.4765 -1.7278
H -3.0985 1.5007 -1.9423
C -1.2802 0.3591 -1.6937
C -0.6439 0.7567 -3.0236
C 0.8751 0.5820 -3.0382
C 1.6089 1.5970 -2.1637
C 3.1197 1.3760 -2.2030
C 3.9198 2.4549 -1.4692
C 3.5276 2.6679 -0.0069
C 3.6678 1.4123 0.8507
C 3.1939 1.6710 2.2830
O 1.8595 2.1334 2.3402
C 0.8390 1.2775 2.0925
C 0.9359 -0.0794 1.9346
C -0.2125 -0.8628 1.7029
C -1.4851 -0.2473 1.6519
N -2.6270 -0.9400 1.4353
C -2.5451 -2.2240 1.2624
C -1.3382 -2.9587 1.2819
C -0.1421 -2.2658 1.5076
O 1.0467 -2.8647 1.5411
H 0.9040 -3.8305 1.3858
C -1.3068 -4.4043 1.0718
O -0.2733 -5.0619 1.0761
O -2.5094 -4.9468 0.8857
C -2.5611 -6.3539 0.6536
C -2.2994 -6.6860 -0.8087
H -2.9995 -6.1512 -1.4461
H -2.4182 -7.7541 -0.9658
H -1.2857 -6.4011 -1.0799
H -3.5691 -6.6501 0.9507
H -1.8223 -6.8487 1.2929
H -3.4750 -2.7479 1.0898
C -1.5717 1.1475 1.8106
C -0.4481 1.9091 2.0123
O -0.4132 3.2520 2.1593
C -1.5931 4.0090 1.9704
C -1.9658 4.1501 0.4973
H -2.1948 3.1821 0.0592
H -2.8344 4.7955 0.4005
H -1.1362 4.5898 -0.0508
H -1.3510 4.9896 2.3890
H -2.4235 3.5814 2.5448
H -2.5569 1.5788 1.7551
H 1.8811 -0.5942 1.9841
H 3.3217 0.7748 2.9031
H 3.7748 2.4850 2.7256
H 4.7101 1.0895 0.8824
H 3.0741 0.6072 0.4188
H 4.1621 3.4537 0.4110
H 2.4972 3.0208 0.0509
H 4.9795 2.1909 -1.5178
H 3.7935 3.4040 -1.9960
H 3.4476 1.3640 -3.2460
H 3.3501 0.3941 -1.7852
H 1.3810 2.6066 -2.5143
H 1.2530 1.5088 -1.1370
H 1.1213 -0.4279 -2.7009
H 1.2327 0.6814 -4.0665
H -0.8905 1.7977 -3.2465
H -1.0764 0.1393 -3.8152
H -0.8921 0.9915 -0.8938
H -1.0056 -0.6715 -1.4558
H -3.2197 0.1806 -0.7697
H -3.2139 -0.1672 -2.5006
```

* net charge: 0
* LUMO: 0.0131 Eh
* relative energy (zero: lowest compared OMol25 entry of this formula, charge and spin): 0.00 kJ/mol
* frontier orbital gap: 8.527 eV

Energy values, unit eV, following the record order: -77718.969 -59953.004 -48043.685 -36619.235 -72853.928 -37002.996 -37184.890.
Strongest force on any atom values, unit eV/Å, following the record order: 9.1 2.2 0.3 0.9 0.5 0.8 0.8.